Entry P
{"formula": "C3H8N2O", "method": "ωB97M-V/def2-TZVPD", "orbital_gap_ev": 9.850, "smiles": "CN(C)C(N)=O", "lumo_ha": 0.0290, "homo_energy_ev": -9.060, "elements": ["H", "O", "C", "N", "H", "H", "H", "C", "H", "C", "H", "H", "H", "N"], "positions_angstrom": [[-1.307, 1.822, -0.234], [-1.155, -1.354, 0.057], [1.100, 1.486, 0.074], [0.611, 0.087, -0.116], [0.896, 2.154, -0.796], [1.355, -1.648, 0.988], [2.193, 1.420, 0.175], [-0.738, -0.201, -0.035], [-2.550, 0.607, 0.063], [1.490, -1.119, -0.008], [0.679, 1.796, 1.034], [1.157, -1.848, -0.744], [2.537, -0.902, -0.251], [-1.588, 0.832, -0.009]], "mulliken_charge": [0.193, -0.672, -1.012, 0.041, 0.262, 0.261, 0.332, 0.534, 0.221, -0.828, 0.415, 0.284, 0.341, -0.375]}

=====

Entry Q
{"formula": "C3H8N2O", "method": "ωB97M-V/def2-TZVPD", "orbital_gap_ev": 9.947, "smiles": "C=CN.NC=O", "lumo_ha": 0.0305, "homo_energy_ev": -9.116, "elements": ["H", "N", "C", "H", "C", "H", "H", "N", "H", "H", "H", "H", "O", "C"], "positions_angstrom": [[-0.918, -1.300, 2.057], [-0.393, -0.501, 1.592], [2.103, -0.455, 1.037], [0.856, -0.088, -1.875], [-0.933, 0.139, -1.276], [1.903, -0.461, -0.138], [-0.463, -0.686, -0.662], [0.070, 0.514, -2.144], [0.060, 1.566, -2.027], [1.349, -0.237, 2.869], [-0.876, 0.346, 1.223], [3.140, -0.596, 1.236], [-2.029, 0.678, -1.092], [1.072, -0.360, 1.892]], "mulliken_charge": [0.204, -0.493, -0.608, 0.347, 0.129, -0.162, 0.308, -0.502, 0.268, 0.407, 0.244, 0.311, -0.531, 0.079]}

=====

Entry R
{"formula": "C3H8N2O", "method": "ωB97M-V/def2-TZVPD", "orbital_gap_ev": 9.426, "smiles": "[H]/N=C/N.CC=O", "lumo_ha": 0.0242, "homo_energy_ev": -8.768, "elements": ["H", "H", "H", "N", "C", "H", "H", "H", "H", "C", "C", "H", "N", "O"], "positions_angstrom": [[1.620, 2.627, 3.624], [-2.042, -1.361, -3.315], [-0.438, 1.660, 1.345], [0.320, 0.986, 1.246], [-0.451, -1.579, -1.875], [0.006, 0.262, 0.624], [-1.550, -3.002, -2.835], [2.253, 0.991, 1.955], [-0.629, -2.171, -4.048], [1.257, 1.384, 2.170], [-1.165, -2.008, -3.095], [0.124, -2.430, -1.490], [0.890, 2.159, 3.103], [-0.785, -0.636, -1.201]], "mulliken_charge": [0.220, 0.269, 0.232, -0.369, 0.253, 0.256, 0.261, 0.333, 0.318, 0.060, -0.921, 0.268, -0.681, -0.498]}

=====

Entry S
{"formula": "C3H8N2O", "method": "ωB97M-V/def2-TZVPD", "orbital_gap_ev": 9.763, "smiles": "C[C@]1(N)CN1O", "lumo_ha": 0.0337, "homo_energy_ev": -8.847, "elements": ["H", "C", "H", "O", "N", "C", "C", "N", "H", "H", "H", "H", "H", "H"], "positions_angstrom": [[-0.815, 0.784, -1.741], [0.274, 1.452, 0.635], [-0.488, 2.188, 0.471], [-1.761, -1.660, 0.041], [0.976, -0.846, 0.448], [-0.494, -0.076, -1.313], [-0.023, 0.098, 0.134], [-1.341, -0.328, -0.157], [1.857, -0.629, 0.022], [0.533, 1.277, 1.701], [-0.210, -0.958, -1.872], [1.166, -1.120, 1.402], [1.175, 1.910, 0.184], [-0.849, -2.093, 0.044]], "mulliken_charge": [0.283, -1.503, 0.390, -0.339, -0.625, -0.608, 1.088, -0.353, 0.213, 0.346, 0.286, 0.210, 0.281, 0.330]}

=====

Going by the energies, entry P is most stable and the next is 155.6 kJ/mol up.

=====

Entry P
{"formula": "C3H8N2O", "method": "ωB97M-V/def2-TZVPD", "orbital_gap_ev": 9.185, "smiles": "[H]/N=C/N.CC=O", "lumo_ha": 0.0300, "homo_energy_ev": -8.367, "elements": ["H", "H", "C", "H", "H", "N", "H", "C", "O", "N", "H", "H", "H", "C"], "positions_angstrom": [[-2.050, 1.496, -0.933], [-0.800, 2.567, -1.346], [0.408, -1.841, 0.183], [0.231, -3.716, -0.123], [-0.397, 0.896, -1.310], [0.405, -2.866, -0.661], [2.282, -1.194, -0.322], [-0.993, 1.726, -0.833], [0.408, 1.708, 1.270], [1.490, -1.051, 0.283], [1.336, -0.242, 0.799], [-1.498, 2.297, 1.259], [-0.244, -1.739, 1.121], [-0.578, 1.959, 0.614]], "mulliken_charge": [0.301, 0.347, 0.212, 0.229, 0.236, -0.753, 0.238, -0.873, -0.488, -0.371, 0.206, 0.277, 0.261, 0.179]}

=====

Entry Q
{"formula": "C3H8N2O", "method": "ωB97M-V/def2-TZVPD", "orbital_gap_ev": [8.861, 8.921], "lumo_ha": [-0.0162, -0.0233], "homo_energy_ev": [-9.302, -9.555], "elements": ["O", "C", "N", "H", "H", "H", "H", "H", "C", "N", "H", "C", "H", "H"], "positions_angstrom": [[1.258, 1.024, -0.406], [0.301, -0.308, 0.179], [-1.042, -0.292, -0.042], [1.258, -1.733, -1.081], [0.458, -2.439, 0.326], [-1.753, 1.027, -1.480], [-0.142, 1.191, 1.395], [-1.304, 1.863, -0.002], [1.051, -1.590, -0.020], [0.229, 0.241, 1.424], [1.977, -1.572, 0.555], [-1.725, 0.929, -0.389], [-2.767, 0.863, -0.059], [2.201, 0.797, -0.397]], "mulliken_charge": [-0.647, 1.203, -0.381, 0.305, 0.359, 0.256, 0.327, 0.265, -1.355, -0.560, 0.342, -0.694, 0.303, 0.277]}

=====

Going by the energies, entry P is most stable and the next is 252.7 kJ/mol up.

=====

Entry P
{"formula": "C3H8N2O", "method": "ωB97M-V/def2-TZVPD", "orbital_gap_ev": 10.620, "smiles": "C[C@H](N)C(N)=O", "lumo_ha": 0.0343, "homo_energy_ev": -9.688, "elements": ["O", "C", "H", "C", "N", "H", "H", "N", "H", "C", "H", "H", "H", "H"], "positions_angstrom": [[-1.457, 0.158, 1.101], [-0.666, 0.958, -1.538], [-1.095, 0.063, -1.987], [-0.346, -0.125, 0.758], [0.352, -1.055, 1.438], [1.349, -1.166, 1.309], [1.243, -1.434, -0.899], [1.495, -0.393, -0.944], [-1.405, 1.665, -1.039], [0.396, 0.514, -0.492], [1.640, -0.286, -2.063], [-0.236, 1.801, -2.149], [-0.026, -1.215, 2.324], [0.954, 1.361, -0.125]], "mulliken_charge": [-0.602, -1.165, 0.336, 0.353, -0.404, 0.249, 0.291, -0.774, 0.294, 0.337, 0.271, 0.344, 0.249, 0.220]}

=====

Entry Q
{"formula": "C3H8N2O", "method": "ωB97M-V/def2-TZVPD", "orbital_gap_ev": 10.338, "smiles": "[H]/N=C(/N)[C@@H](C)O", "lumo_ha": 0.0222, "homo_energy_ev": -9.734, "elements": ["O", "H", "H", "N", "H", "H", "H", "C", "C", "H", "H", "C", "H", "N"], "positions_angstrom": [[-1.203, 1.396, -0.319], [-1.023, -0.658, 1.551], [0.766, 2.143, 0.456], [1.486, 1.407, 0.483], [2.744, -0.720, 0.000], [-2.489, -0.418, 0.304], [-1.472, -2.149, 0.084], [0.984, 0.313, -0.040], [-1.348, -0.873, 0.414], [-0.516, -0.253, -1.374], [1.218, -1.682, -0.162], [-0.517, 0.110, -0.380], [-0.395, 2.194, -0.648], [1.765, -0.809, -0.369]], "mulliken_charge": [-0.633, 0.268, 0.192, -0.747, 0.300, 0.279, 0.294, 0.372, -0.986, 0.246, 0.260, 0.352, 0.304, -0.501]}

=====

Entry R
{"formula": "C3H8N2O", "method": "ωB97M-V/def2-TZVPD", "orbital_gap_ev": 10.348, "smiles": "C=NC.NC=O", "lumo_ha": 0.0329, "homo_energy_ev": -9.453, "elements": ["H", "H", "C", "C", "H", "H", "O", "H", "N", "H", "H", "C", "H", "N"], "positions_angstrom": [[2.176, 1.925, 0.077], [1.393, -0.345, -2.420], [0.558, -0.330, -1.722], [1.955, 0.912, -0.272], [0.407, -1.336, -1.319], [-0.313, 0.072, -2.231], [-2.194, -1.511, 0.468], [-1.173, 0.785, 2.275], [-1.045, -0.092, 1.789], [-3.106, -0.163, 1.690], [2.888, 0.384, -0.490], [-2.192, -0.658, 1.331], [-0.128, -0.214, 1.393], [0.774, 0.571, -0.569]], "mulliken_charge": [0.250, 0.405, -0.779, -0.264, 0.270, 0.233, -0.538, 0.230, -0.329, 0.303, 0.304, 0.123, 0.210, -0.419]}

=====

Entry S
{"formula": "C3H8N2O", "method": "ωB97M-V/def2-TZVPD", "orbital_gap_ev": 11.155, "smiles": "[H]/N=N\\OCCC", "lumo_ha": 0.0417, "homo_energy_ev": -10.022, "elements": ["H", "N", "C", "H", "H", "H", "C", "H", "C", "N", "H", "O", "H", "H"], "positions_angstrom": [[-0.602, -1.469, 0.608], [-1.650, 1.219, 0.305], [0.483, -1.498, 0.674], [0.629, 1.177, 0.881], [0.808, -2.519, 0.499], [-2.981, 1.391, -1.059], [1.103, -0.554, -0.348], [0.861, -0.882, -1.361], [0.617, 0.887, -0.174], [-2.785, 1.383, -0.044], [2.191, -0.558, -0.238], [-0.694, 1.063, -0.679], [0.769, -1.211, 1.682], [1.252, 1.570, -0.747]], "mulliken_charge": [0.292, 0.108, -1.133, 0.345, 0.338, 0.252, -0.349, 0.276, -0.336, -0.536, 0.301, -0.146, 0.316, 0.272]}

=====

Going by the energies, entry P is most stable and the next is 107.9 kJ/mol up.